# C30H31GaN2O3

A structure of composition C30H31GaN2O3 at a distorted geometry (ωB97M-V/def2-TZVPD, the OMol25 dataset).

The frontier orbital gap (spin up / spin down) comes out at 2.32 / 2.32 eV. The value obtained for the LUMO energy (spin up / spin down) is 4.4 / 4.4 eV. Its charge is -2.

Last column: natural (NBO) charge in e.
Atoms and positions in Å:
Ga (-0.21690, -1.17058, -0.99385)  0.65
C (-2.43337, -1.10133, -0.03041)  -0.38
C (-2.44297, -0.58099, -1.38281)  -0.45
C (-2.46614, -1.71601, -2.27145)  -0.32
H (-2.69290, 0.45787, -1.59501)  0.20
C (-2.32809, -2.89558, -1.48181)  -0.37
C (-2.26146, -2.51960, -0.11041)  -0.33
H (-2.23825, -3.15927, 0.76769)  0.21
H (-2.75419, -0.52971, 0.83719)  0.21
H (-2.81425, -1.67044, -3.29436)  0.17
H (-2.40181, -3.91403, -1.83982)  0.19
C (1.68425, -1.58165, 0.22834)  -0.43
C (0.83103, -2.55723, 0.87727)  -0.31
C (0.56377, -3.59766, -0.03772)  -0.30
H (0.42927, -2.56111, 1.87438)  0.23
C (1.27704, -3.33760, -1.23692)  -0.39
C (1.96357, -2.08199, -1.09752)  -0.38
H (2.75655, -1.68495, -1.71657)  0.20
H (2.22869, -0.75223, 0.65959)  0.20
H (-0.02223, -4.47343, 0.20828)  0.19
H (1.47076, -4.05780, -2.00682)  0.18
O (0.21397, -1.33828, -3.31606)  -0.52
C (0.39356, -2.17835, -4.51200)  0.26
C (-0.02974, -0.99644, -5.40794)  -0.47
C (-0.52025, -3.36728, -4.54712)  -0.63
C (1.84648, -2.52009, -4.65354)  -0.64
C (-0.05906, -0.19200, -4.12444)  -0.06
H (-1.00717, -1.11072, -5.86673)  0.19
H (0.73334, -0.68075, -6.10767)  0.18
H (0.78871, 0.49480, -4.03143)  0.17
H (-1.04268, 0.23798, -3.89853)  0.19
H (-0.38370, -3.88807, -5.50063)  0.18
H (-1.57688, -3.10061, -4.46317)  0.23
H (-0.25346, -4.08132, -3.76324)  0.23
H (2.09697, -2.65587, -5.70774)  0.18
H (2.04293, -3.46398, -4.15049)  0.22
H (2.48804, -1.74015, -4.23388)  0.23
O (-1.11170, -1.29063, 2.59257)  -0.68
C (-0.62008, -0.20908, 2.19109)  0.80
N (-0.21958, 0.80620, 3.03256)  -0.66
C (0.23931, 1.98494, 2.30245)  -0.06
C (0.29368, 1.39717, 0.87474)  0.65
O (0.78195, 1.96964, -0.12263)  -0.67
N (-0.25455, 0.16407, 0.86536)  -0.70
C (-0.86902, 3.04862, 2.42340)  -0.01
C (-1.63192, 3.50198, 1.33939)  -0.13
C (-2.77262, 4.30719, 1.57739)  -0.23
C (-3.16296, 4.62043, 2.88430)  -0.24
C (-2.42291, 4.11438, 3.96237)  -0.23
C (-1.28402, 3.33183, 3.72908)  -0.21
C (1.59960, 2.30791, 2.90753)  0.00
C (1.81637, 3.50734, 3.58939)  -0.22
C (2.93994, 3.63937, 4.42837)  -0.23
C (3.84589, 2.58271, 4.56965)  -0.25
C (3.61870, 1.38067, 3.88288)  -0.24
C (2.49256, 1.24315, 3.05540)  -0.12
H (-0.52900, 0.81266, 4.00272)  0.39
H (-1.32065, 3.24106, 0.32492)  0.25
H (-3.32061, 4.69638, 0.71514)  0.20
H (-4.02896, 5.25000, 3.07176)  0.20
H (-2.67924, 4.32115, 5.00553)  0.20
H (-0.71489, 2.91547, 4.56388)  0.21
H (1.07078, 4.29481, 3.47361)  0.22
H (3.07158, 4.59783, 4.94176)  0.19
H (4.72397, 2.70452, 5.19868)  0.20
H (4.30873, 0.53792, 3.96877)  0.21
H (2.27620, 0.28677, 2.57532)  0.24

***

# C13H26ClN4O2S

A cluster of 3 separate species, C13H26ClN4O2S in total (ωB97M-V/def2-TZVPD, the OMol25 dataset).

The frontier orbital gap comes out at 8.56 eV. The value obtained for the LUMO energy is -3.1 eV. The energy relative to the best compared isomer or geometry (same formula, charge and spin) is 2.3 kcal/mol. Its charge is +1.

Last column: natural (NBO) charge in e.
Atoms and positions in Å:
C (1.20455, 1.26711, 0.93312)  -0.63
C (0.64058, 0.95394, -0.44822)  -0.24
N (0.64652, -0.46385, -0.79110)  -0.20
C (-0.21985, -1.47288, -0.59943)  0.59
N (-1.38877, -1.42517, 0.02193)  -0.55
C (-2.01027, -0.28144, 0.66565)  -0.25
C (-2.81115, 0.61290, -0.28803)  -0.22
C (-2.87432, 2.04779, 0.24428)  -0.64
Cl (-4.40892, -0.09989, -0.56292)  -0.02
N (0.25580, -2.62589, -1.12950)  -0.46
C (1.40771, -2.31882, -1.64276)  0.29
N (1.71953, -1.02787, -1.47933)  -0.34
S (3.14512, -0.25760, -1.97206)  0.30
H (0.92222, 2.29105, 1.17988)  0.25
H (0.82108, 0.59656, 1.69761)  0.22
H (2.29257, 1.22742, 0.92038)  0.23
H (1.22099, 1.47649, -1.20616)  0.24
H (-0.37491, 1.33074, -0.54106)  0.24
H (-1.88755, -2.30169, 0.03514)  0.44
H (-2.69102, -0.67565, 1.41887)  0.25
H (-1.27256, 0.30470, 1.20884)  0.22
H (-2.28310, 0.61765, -1.24208)  0.20
H (-2.28935, 2.70866, -0.39288)  0.23
H (-3.88413, 2.44695, 0.25852)  0.25
H (-2.46909, 2.13978, 1.25062)  0.22
H (2.07947, -2.99282, -2.15088)  0.25
H (2.68552, 0.21921, -3.14274)  0.13
C (0.69088, -7.20420, 1.78964)  -0.72
C (0.65764, -5.76780, 2.24784)  0.59
O (0.24535, -5.44824, 3.33558)  -0.53
C (1.16053, -4.72658, 1.27040)  -0.73
H (0.30275, -7.84565, 2.57610)  0.25
H (0.08443, -7.32651, 0.89059)  0.23
H (1.71464, -7.49982, 1.55455)  0.23
H (0.56500, -4.75443, 0.35880)  0.23
H (2.20405, -4.92455, 1.01632)  0.23
H (1.08134, -3.74149, 1.72817)  0.22
C (0.06240, 4.68333, -1.87831)  -0.72
C (-0.04659, 5.20672, -0.46357)  0.60
O (-0.73916, 4.66086, 0.36615)  -0.56
C (0.74400, 6.44758, -0.14278)  -0.72
H (-0.55455, 3.79360, -1.99515)  0.22
H (-0.27359, 5.44230, -2.58526)  0.25
H (1.10240, 4.44390, -2.10956)  0.23
H (0.43147, 7.26800, -0.79036)  0.24
H (1.80769, 6.26921, -0.30985)  0.23
H (0.58265, 6.72637, 0.89501)  0.24

***

# C5H7N4O2

The ion C5H7N4O2 with charge +1 at a distorted geometry (ωB97M-V/def2-TZVPD, the OMol25 dataset).

The frontier orbital gap comes out at 8.36 eV. The value obtained for the LUMO energy is -5.2 eV. The energy relative to the best compared isomer or geometry (same formula, charge and spin) is 46.8 kcal/mol. Its charge is +1.

Last column: natural (NBO) charge in e.
Atoms and positions in Å:
C (-2.90642, -0.22142, 0.17414)  -0.68
C (-1.45990, -0.15624, -0.02336)  0.61
N (-0.68110, 0.92463, 0.12178)  -0.49
C (0.60492, 0.78256, 0.10228)  0.50
N (1.26991, -0.34177, 0.00284)  -0.25
C (0.56305, -1.55782, -0.38929)  0.78
O (1.00069, -2.61876, -0.77501)  -0.47
N (-0.83574, -1.27381, -0.48639)  -0.57
N (2.70791, -0.10974, -0.04560)  -0.13
O (2.85304, 1.20856, 0.40185)  -0.32
C (1.60474, 1.89679, 0.16425)  -0.14
H (-3.44192, -0.46496, -0.71082)  0.28
H (-3.10151, 0.73238, 0.65451)  0.28
H (-2.97590, -1.05483, 0.79993)  0.26
H (-1.36547, -2.07710, -0.73222)  0.45
H (3.27920, -0.81122, 0.41176)  0.41
H (1.54957, 2.60524, -0.68338)  0.25
H (1.33493, 2.53750, 1.01273)  0.25

***

# C21H72N8O15

A cluster of 15 separate species, C21H72N8O15 in total at a distorted geometry (ωB97M-V/def2-TZVPD, the OMol25 dataset).

The frontier orbital gap comes out at 7.59 eV. The value obtained for the LUMO energy is -0.5 eV. The energy relative to the best compared isomer or geometry (same formula, charge and spin) is 22.4 kcal/mol.

Last column: Löwdin charge in e.
Atoms and positions in Å:
C (-1.08366, -3.96733, -0.22030)  -0.07
C (-1.25166, -3.73733, -1.69530)  -0.34
O (-1.92766, -2.59533, -1.97130)  -0.05
H (-2.00666, -4.28033, 0.11370)  0.05
H (-0.58066, -3.20233, 0.28970)  0.03
H (-0.38366, -4.81833, -0.18330)  0.09
H (-1.90866, -4.55033, -2.13430)  0.14
H (-0.27166, -3.69833, -2.10230)  0.07
H (-1.27266, -1.88733, -1.96730)  0.05
C (3.06134, -1.32833, 4.75370)  -0.06
C (3.44434, -2.51833, 3.84970)  -0.28
O (2.93534, -2.36233, 2.52870)  -0.10
H (3.57334, -1.38733, 5.67670)  0.06
H (2.00134, -1.23733, 4.91470)  0.07
H (3.56834, -0.53033, 4.23670)  0.06
H (3.07034, -3.42233, 4.29970)  0.11
H (4.47834, -2.73033, 3.86570)  0.10
H (3.31034, -1.54333, 2.17370)  0.05
C (1.46034, 3.76967, -1.37630)  -0.06
C (1.21134, 5.27667, -1.67430)  -0.28
O (1.50334, 5.50867, -3.02530)  -0.11
H (2.47434, 3.39367, -1.54730)  0.05
H (0.78134, 3.18067, -1.97730)  0.03
H (1.26034, 3.57667, -0.35630)  0.05
H (1.89134, 5.92967, -1.08530)  0.12
H (0.13434, 5.48367, -1.51830)  0.12
H (1.27634, 6.40467, -3.33130)  0.10
C (-3.03266, 0.60967, 3.50170)  -0.07
C (-2.23766, 1.57867, 4.37870)  -0.34
O (-2.13566, 2.82067, 3.79370)  -0.10
H (-2.32766, 0.23067, 2.74670)  0.05
H (-3.98166, 1.00267, 3.18670)  0.08
H (-3.17066, -0.20933, 4.18970)  0.07
H (-1.28966, 1.18467, 4.68470)  0.09
H (-2.80066, 1.83867, 5.31670)  0.12
H (-1.18366, 3.05667, 3.93070)  0.11
C (2.28834, -4.01833, -1.77430)  -0.09
C (2.19234, -3.16733, -0.56030)  -0.36
O (2.44734, -4.01633, 0.53170)  -0.09
H (3.34334, -4.15433, -2.03430)  0.09
H (1.78434, -3.43833, -2.52030)  0.04
H (1.71134, -4.95233, -1.66230)  0.09
H (1.23134, -2.70433, -0.38830)  0.08
H (3.04534, -2.43133, -0.57330)  0.12
H (2.44734, -3.41833, 1.29370)  0.02
C (0.86334, 1.06767, 3.01670)  -0.11
C (1.35534, 2.20167, 2.29470)  -0.30
O (0.35734, 3.25967, 2.27770)  -0.11
H (0.95034, 1.02767, 4.12570)  0.10
H (1.48734, 0.25367, 2.78170)  0.04
H (-0.10966, 0.79867, 2.59370)  0.06
H (1.47334, 2.09267, 1.22670)  0.08
H (2.35234, 2.60867, 2.72970)  0.14
H (-0.40666, 3.01567, 1.72970)  0.03
C (4.21234, 1.11367, 0.50370)  -0.53
O (3.44034, -0.03333, 0.87570)  -0.16
N (3.99234, 1.56867, -0.71430)  0.16
N (4.97134, 1.80667, 1.30970)  0.17
H (3.34334, 1.07367, -1.31230)  0.05
H (4.43434, 2.46267, -1.06530)  0.15
H (4.99834, 1.44467, 2.30070)  0.16
H (5.60634, 2.52567, 0.96970)  0.12
C (-2.03166, 3.16067, 0.21170)  -0.59
O (-2.14366, 4.51167, 0.59470)  -0.15
N (-2.18266, 2.26967, 1.16370)  0.17
N (-1.66766, 2.72567, -0.96230)  0.18
H (-2.41366, 2.62967, 2.02670)  0.03
H (-1.87466, 1.26767, 1.09070)  0.10
H (-1.43266, 3.38367, -1.73130)  0.12
H (-1.37666, 1.76567, -1.13830)  0.04
C (-0.37766, -0.17733, -0.34930)  -0.64
O (-0.90766, -0.51733, 0.85170)  -0.09
N (-1.05066, 0.12267, -1.40030)  0.11
N (0.89634, -0.05133, -0.54630)  0.22
H (-2.06266, -0.10933, -1.20730)  0.10
H (-0.74566, 0.48167, -2.39230)  0.11
H (1.56834, -0.29033, 0.13970)  0.06
H (1.30034, 0.28167, -1.45230)  0.09
C (0.04534, 1.88867, -4.95730)  -0.56
O (-0.25266, 1.18867, -3.82430)  -0.12
N (-0.00666, 1.24767, -6.09530)  0.18
N (0.43034, 3.13567, -5.03930)  0.23
H (-0.08966, 0.23267, -6.01130)  0.13
H (0.47234, 1.56667, -6.94130)  0.13
H (0.37534, 3.59367, -4.18730)  0.07
H (0.33334, 3.66867, -5.86330)  0.12
C (-4.99866, 0.21567, -0.14730)  -0.07
O (-3.73966, -0.28833, -0.69130)  -0.13
H (-5.62666, 0.45267, -1.02530)  0.08
H (-4.78366, 1.08567, 0.48070)  0.08
H (-5.52666, -0.53033, 0.39570)  0.06
H (-4.04566, -1.00633, -1.17530)  0.04
C (-3.70666, -2.60233, 2.10470)  -0.17
O (-4.47366, -3.54633, 1.36970)  -0.11
H (-2.95966, -2.11533, 1.53670)  0.04
H (-3.15966, -3.03033, 2.93270)  0.07
H (-4.39466, -1.85133, 2.49070)  0.07
H (-4.13066, -4.35733, 1.74270)  0.06
C (-3.37966, 0.66467, -3.98830)  -0.17
O (-2.69366, -0.55333, -4.14430)  -0.12
H (-2.76666, 1.35667, -3.40830)  0.05
H (-4.35866, 0.57667, -3.47430)  0.09
H (-3.49566, 1.16867, -4.94630)  0.07
H (-1.81966, -0.28033, -4.45630)  0.04
C (2.55434, -0.45733, -3.24330)  -0.12
O (2.35934, 0.86467, -2.80030)  -0.17
H (2.60334, -0.43733, -4.30930)  0.08
H (1.67334, -1.11633, -3.13830)  0.09
H (3.39934, -1.02433, -2.90230)  0.09
H (2.72134, 1.51167, -3.39430)  0.10
C (-0.20166, -3.62933, 3.03970)  -0.18
O (-0.94866, -4.62333, 3.62770)  -0.09
H (0.56434, -3.14133, 3.66170)  0.08
H (-0.77766, -2.92133, 2.44370)  0.06
H (0.32834, -4.09233, 2.25570)  0.05
H (-1.42266, -5.09733, 2.96070)  0.06

***

# C2H7NO

A cluster of 2 separate species, C2H7NO in total at a distorted geometry (ωB97M-V/def2-TZVPD, the OMol25 dataset).

The frontier orbital gap (spin up / spin down) comes out at 9.13 / 5.00 eV. The value obtained for the LUMO energy (spin up / spin down) is -6.2 / -10.3 eV. The energy relative to the best compared isomer or geometry (same formula, charge and spin) is 74.1 kcal/mol. Its charge is +1. As for the spin multiplicity: 2.

Last column: Mulliken spin population.
Atoms and positions in Å:
C (0.03968, 1.77274, 0.23603)  0.07
C (-0.76906, -0.35901, 0.63714)  -0.05
N (-0.00493, 0.36659, -0.06141)  0.79
H (-0.55008, 2.07830, 1.04827)  0.05
H (-0.33962, 2.37080, -0.56890)  0.00
H (1.09063, 2.06981, 0.49756)  0.01
H (-0.90076, -1.33228, 0.68380)  0.03
H (-1.51412, 0.10417, 1.43910)  0.11
H (0.99477, -1.59653, -1.34687)  0.00
H (0.71296, -2.99602, -0.99777)  0.00
O (1.24053, -2.47858, -1.56694)  0.01

***

# CH6N2O

A cluster of 2 separate species, CH6N2O in total at a distorted geometry (ωB97M-V/def2-TZVPD, the OMol25 dataset).

The frontier orbital gap comes out at 6.74 eV. The value obtained for the LUMO energy is -0.1 eV. The energy relative to the best compared isomer or geometry (same formula, charge and spin) is 111.9 kcal/mol.

Last column: natural (NBO) charge in e.
Atoms and positions in Å:
C (1.48184, -0.01358, -1.37244)  0.27
N (-1.00607, -0.28734, 0.86421)  -0.51
N (-1.18332, 0.77403, 1.71534)  -0.85
O (1.58976, -0.94897, -0.61620)  -0.51
H (1.59981, -0.20958, -2.43916)  0.12
H (1.02754, 0.90989, -1.07821)  0.12
H (-1.52183, -1.08584, 1.23629)  0.40
H (-0.05646, -0.63991, 0.53580)  0.37
H (-0.63144, 1.55876, 1.32460)  0.27
H (-1.29983, -0.05745, -0.17022)  0.30

***

# C6H12O

An isolated molecule of C6H12O (ωB97M-V/def2-TZVPD, the OMol25 dataset).

The frontier orbital gap comes out at 8.11 eV. The value obtained for the LUMO energy is 0.8 eV. The energy relative to the best compared isomer or geometry (same formula, charge and spin) is 100.4 kcal/mol.

Last column: natural (NBO) charge in e.
Atoms and positions in Å:
C (2.23939, 0.14919, -0.27890)  -0.61
C (1.08887, -0.05612, 0.70418)  -0.43
C (-0.31141, -0.06295, 0.08895)  0.32
C (-0.42239, -0.93462, -1.15932)  -0.66
C (-1.47580, -0.20049, 1.06734)  -0.52
C (-2.29398, 0.79433, 0.24483)  -0.27
O (-0.71122, 1.37751, -0.22005)  -0.62
H (2.09206, 1.06894, -0.85210)  0.21
H (2.33855, -0.68332, -0.98472)  0.21
H (3.19474, 0.23628, 0.24881)  0.22
H (1.10606, 0.71926, 1.47634)  0.22
H (1.23315, -1.00747, 1.23756)  0.22
H (0.02271, -0.41333, -2.01211)  0.21
H (0.12598, -1.88304, -1.06496)  0.22
H (-1.47143, -1.14411, -1.37571)  0.25
H (-1.13950, 0.05296, 2.09112)  0.18
H (-1.96268, -1.17599, 1.07818)  0.21
H (-2.70198, 1.61096, 0.85565)  0.13
H (-0.95114, 1.55202, -1.14508)  0.52

***

Energy (eV)
-93106.7879; -47309.0241; -15344.1189; -65573.0202; -5713.2986; -6157.6453; -8460.0015